Below is the molecule C7H10N2O2, with properties calculated with ωB97M-V/def2-TZVPD.

Positions of all 21 atoms, in Å:
C 0.82 0.02 -1.48
C 1.15 -2.02 0.02
C -1.02 0.02 -0.16
C 1.47 -1.89 1.51
C -2.23 0.87 0.31
C 2.45 -2.99 1.92
C -0.66 1.98 -1.68
N -0.26 0.72 -0.97
N 1.26 -0.96 -0.79
O 2.22 -1.98 -0.96
O 0.86 -1.04 2.14
H 1.37 0.44 -2.26
H -2.52 0.52 1.23
H -1.90 1.94 0.47
H -2.89 0.79 -0.43
H 3.29 -3.29 1.15
H 1.69 -3.79 2.11
H 2.89 -2.67 2.87
H 0.20 2.41 -2.34
H -1.59 1.77 -2.26
H -0.92 2.82 -1.05

Values from the calculation:
E_HOMO (alpha / beta) (hartree): -0.2063 / -0.2752
Spin multiplicity: 3
Charge: 0
LUMO level (alpha / beta) (Ha): 0.0313 / -0.0488
HOMO-LUMO gap (alpha / beta) (eV): 6.46 / 6.16

---

Below is the ion C6H14IN2 with charge +1, with properties calculated with ωB97M-V/def2-TZVPD.

Positions of all 23 atoms, in Å:
C -1.46 0.59 -1.53
C 0.05 0.32 -1.58
C -1.81 0.98 -0.16
C 0.61 -0.79 -0.67
C 1.08 0.77 1.27
C 0.61 -1.51 1.63
N -1.69 -0.04 0.83
N 0.52 -0.44 0.70
I -2.15 0.38 2.67
H -1.68 1.51 -2.21
H -2.17 -0.13 -1.77
H 0.41 0.21 -2.63
H 0.43 1.32 -1.14
H -1.00 1.72 0.18
H -2.88 1.45 -0.25
H 0.18 -1.69 -0.97
H 1.71 -0.93 -0.88
H 0.68 0.92 2.29
H 2.16 0.78 1.38
H 0.92 1.58 0.57
H 0.02 -2.43 1.46
H 1.73 -1.79 1.65
H 0.43 -1.19 2.77

Values from the calculation:
E_HOMO (alpha / beta) (hartree): -0.4861 / -0.4879
Charge: +1
LUMO level (alpha / beta) (Ha): -0.2211 / -0.2002
HOMO-LUMO gap (alpha / beta) (eV): 7.21 / 7.83

---

Below is a structure of composition C32H22BiN6O4, with properties calculated with ωB97M-V/def2-TZVPD.

Positions of all 65 atoms, in Å:
Bi 0.33 -1.22 1.07
O -2.27 -3.51 3.54
C -1.52 -2.49 2.87
O -0.68 -3.01 1.95
C -0.93 -1.50 3.86
C -2.05 -0.91 4.68
C -1.59 0.36 5.35
C -0.49 1.00 4.94
C 0.32 0.49 3.87
N 0.03 -0.79 3.41
C 1.15 1.21 3.01
O 1.53 2.48 3.33
O 1.58 0.79 1.91
H -1.84 -4.32 3.26
H -2.42 -1.62 5.41
H -2.20 0.76 6.16
H -0.22 1.93 5.43
H 1.13 2.72 4.17
C -0.37 -4.84 -2.18
C 0.43 -4.51 -3.26
C 1.02 -3.26 -3.33
C 0.76 -2.37 -2.29
N 0.00 -2.68 -1.25
C -0.55 -3.90 -1.19
N 1.33 -1.05 -2.30
C 0.45 0.05 -1.96
N -0.23 0.08 -0.79
C -0.98 1.20 -0.74
N -1.86 1.54 0.26
C -2.21 0.70 1.19
C -3.20 1.25 2.15
C -3.61 0.60 3.23
C -3.16 -0.79 3.52
C -2.54 -1.46 2.27
N -1.77 -0.59 1.37
C -0.77 1.93 -1.94
C -1.29 3.14 -2.43
C -0.91 3.57 -3.67
C -0.02 2.80 -4.47
C 0.50 1.62 -4.02
C 0.15 1.17 -2.73
H -0.83 -5.82 -2.10
H 0.60 -5.22 -4.06
H 1.66 -2.95 -4.13
H -1.12 -4.10 -0.29
H -3.52 2.26 1.93
H -4.29 1.08 3.93
H -4.01 -1.40 3.82
H -3.30 -2.01 1.71
H -1.98 3.72 -1.82
H -1.29 4.51 -4.06
H 0.24 3.16 -5.46
H 1.17 1.04 -4.65
C 2.57 -0.94 -2.72
C 3.16 0.40 -2.57
C 3.87 1.00 -3.61
C 4.49 2.23 -3.42
C 4.44 2.86 -2.18
C 3.77 2.24 -1.13
C 3.14 1.03 -1.32
H 3.92 0.51 -4.58
H 5.01 2.69 -4.25
H 4.93 3.81 -2.04
H 3.71 2.72 -0.16
H 2.61 0.58 -0.49

Values from the calculation:
E_HOMO (hartree): -0.1248
Charge: -1
LUMO level (Ha): 0.0987
HOMO-LUMO gap (eV): 6.08

---

Below is a structure of composition C41H48AsBiN3O5PS5, with properties calculated with ωB97M-V/def2-TZVPD.

Positions of all 105 atoms, in Å:
Bi -0.06 -1.25 1.10
C 2.48 -2.55 3.62
C 1.52 -2.19 4.74
S -0.15 -1.79 4.15
C -0.47 -0.21 4.99
C 0.45 0.96 4.69
S 0.65 1.35 2.93
C 2.46 1.41 2.77
C 3.22 0.17 3.20
S 2.75 -1.33 2.30
H 2.13 -3.43 3.08
H 3.45 -2.81 4.05
H 1.88 -1.34 5.32
H 1.45 -3.03 5.43
H -0.47 -0.40 6.06
H -1.50 0.02 4.72
H 1.44 0.80 5.12
H 0.04 1.84 5.19
H 2.83 2.28 3.32
H 2.63 1.59 1.71
H 3.13 -0.02 4.27
H 4.28 0.34 3.00
C -5.71 4.46 -1.78
C -4.89 3.87 -2.74
C -3.77 3.17 -2.34
C -3.46 3.03 -0.99
C -4.29 3.62 -0.04
C -5.41 4.34 -0.43
P -2.02 2.07 -0.41
C -0.63 2.78 -1.36
C 0.49 2.00 -1.65
C 1.55 2.54 -2.36
C 1.52 3.86 -2.77
C 0.43 4.66 -2.45
C -0.65 4.12 -1.75
C -2.31 0.51 -1.37
C -3.70 0.01 -1.04
C -4.55 -0.45 -1.95
C -4.19 -0.54 -3.36
C -2.97 -0.22 -3.79
C -1.91 0.07 -2.80
H -6.59 5.01 -2.09
H -5.12 3.98 -3.79
H -3.12 2.74 -3.10
H -4.04 3.54 1.01
H -6.05 4.80 0.31
H 0.56 0.97 -1.32
H 2.40 1.91 -2.57
H 2.34 4.28 -3.33
H 0.40 5.69 -2.76
H -1.51 4.74 -1.53
H -4.01 0.17 -0.02
H -5.56 -0.72 -1.66
H -4.96 -0.82 -4.07
H -2.71 -0.22 -4.84
H -1.03 0.57 -3.20
C 4.94 3.45 -0.30
As 5.35 1.67 -0.92
C 5.67 1.83 -2.81
C 7.05 1.20 -0.14
S 3.82 0.31 -0.47
H 5.63 4.18 -0.74
H 5.03 3.48 0.79
H 3.92 3.68 -0.58
H 6.53 2.47 -3.00
H 4.79 2.26 -3.29
H 5.85 0.83 -3.21
H 7.83 1.84 -0.54
H 7.26 0.16 -0.39
H 6.98 1.31 0.94
C -6.53 -3.42 1.78
C -5.27 -2.65 1.95
C -5.19 -1.35 2.40
C -3.93 -0.74 2.47
N -2.81 -1.38 2.13
C -2.88 -2.65 1.72
S -1.50 -3.54 1.35
N -4.11 -3.25 1.61
C -3.83 0.69 2.90
H -7.29 -3.06 2.47
H -6.37 -4.48 1.96
H -6.90 -3.29 0.76
H -6.08 -0.82 2.70
H -4.12 -4.20 1.27
H -4.68 0.99 3.49
H -3.79 1.33 2.01
H -2.91 0.86 3.45
O -1.40 -1.19 -2.14
C -1.64 -0.77 -0.94
O 1.11 -1.61 -0.79
C 1.58 -2.75 -0.46
O 1.29 -3.20 0.69
C 2.44 -3.49 -1.40
C 3.06 -2.81 -2.44
C 3.88 -3.49 -3.31
C 4.04 -4.86 -3.13
C 3.43 -5.56 -2.10
C 2.63 -4.86 -1.22
N 4.92 -5.59 -4.07
O 4.98 -6.80 -3.94
O 5.50 -4.94 -4.90
H 2.91 -1.74 -2.54
H 4.39 -3.00 -4.12
H 3.60 -6.62 -2.01
H 2.15 -5.37 -0.40

Values from the calculation:
E_HOMO (hartree): -0.4556
Charge: +2
LUMO level (Ha): -0.2022
HOMO-LUMO gap (eV): 6.90

---

Below is the molecule C4H9NO3, with properties calculated with ωB97M-V/def2-TZVPD.

Positions of all 17 atoms, in Å:
C 0.49 0.13 0.31
C 0.76 -1.30 0.61
C -0.70 0.50 -0.66
C -1.94 -0.11 -0.23
H 1.58 1.77 -0.31
H 2.58 0.38 -0.16
H 0.16 0.57 1.38
H -0.33 0.09 -1.66
H -1.01 2.29 0.00
H -2.22 0.22 0.74
H -2.75 0.12 -0.86
H -1.79 -1.19 -0.25
H 2.17 -2.50 0.68
N 1.71 0.81 -0.18
O -0.02 -2.09 1.12
O -0.67 1.95 -0.81
O 1.98 -1.63 0.28

Values from the calculation:
E_HOMO (hartree): -0.3267
Charge: 0
SMILES: C[C@@H](O)[C@H](N)C(=O)O
LUMO level (Ha): 0.0243
HOMO-LUMO gap (eV): 9.55

---

Below is the molecule C14H21Br2N3O, with properties calculated with ωB97M-V/def2-TZVPD.

Positions of all 41 atoms, in Å:
C 0.18 0.66 -3.90
H 0.28 1.69 -4.21
H 0.96 0.07 -4.38
H -0.79 0.29 -4.23
C 0.28 0.51 -2.38
N -0.92 1.05 -1.73
C -0.95 2.50 -1.73
C 0.29 3.13 -1.09
C 1.54 2.66 -1.82
C 1.58 1.13 -1.82
H 2.43 0.78 -2.42
H 1.73 0.78 -0.80
H 1.52 3.03 -2.85
H 2.43 3.05 -1.34
H 0.21 4.22 -1.13
H 0.34 2.84 -0.04
H -1.02 2.83 -2.77
H -1.86 2.82 -1.22
C -1.22 0.43 -0.46
C -2.08 -0.82 -0.66
H -1.54 -1.55 -1.27
H -2.98 -0.54 -1.21
C -2.49 -1.46 0.66
N -1.34 -1.95 1.40
C -0.90 -1.37 2.53
O -1.46 -0.44 3.09
C 0.34 -1.94 3.09
C 1.21 -2.94 2.71
C 2.22 -3.01 3.69
C 1.93 -2.05 4.64
N 0.80 -1.41 4.27
H 0.32 -0.66 4.75
Br 2.85 -1.61 6.20
Br 3.69 -4.17 3.72
H 1.16 -3.56 1.84
H -0.79 -2.68 0.96
H -3.18 -2.29 0.49
H -2.97 -0.72 1.31
H -1.78 1.13 0.16
H -0.31 0.15 0.11
H 0.30 -0.56 -2.16

Values from the calculation:
E_HOMO (hartree): -0.2987
Charge: 0
SMILES: C[C@H]1CCCCN1CCCNC(=O)c1cc(Br)c(Br)[nH]1
LUMO level (Ha): 0.0217
HOMO-LUMO gap (eV): 8.72

---

Below is a structure of composition C14H20AuIN6O4S, with properties calculated with ωB97M-V/def2-TZVPD.

Positions of all 47 atoms, in Å:
Au 0.54 -1.44 1.02
N 0.38 -3.34 1.72
N 1.34 -3.60 2.72
C 1.92 -2.50 3.42
O 2.56 -2.76 4.41
O 1.72 -1.35 2.88
H -0.59 -3.32 2.07
H 0.48 -3.99 0.95
H 1.25 -4.48 3.20
S 1.93 -0.90 -3.17
C 1.36 -1.57 -1.84
N 0.92 -2.13 -0.89
I -5.79 -0.67 -3.66
C -4.63 -0.57 -1.93
C -4.84 0.45 -1.02
C -4.05 0.53 0.12
C -3.08 -0.43 0.37
C -2.89 -1.46 -0.55
C -3.66 -1.53 -1.70
C -2.18 -0.27 1.58
O -2.09 0.83 2.10
O -1.49 -1.32 1.93
H -5.61 1.19 -1.20
H -4.18 1.34 0.83
H -2.14 -2.22 -0.36
H -3.49 -2.33 -2.41
C 3.61 1.64 -1.05
N 2.68 1.20 -0.02
C 3.27 0.49 1.10
C 1.35 1.27 -0.19
N 0.52 0.48 0.45
N 0.84 2.22 -1.02
C 1.31 3.60 -0.94
C -0.48 2.05 -1.60
H 4.32 0.83 -1.24
H 4.17 2.52 -0.71
H 3.09 1.86 -1.97
H 4.17 1.03 1.40
H 3.55 -0.53 0.83
H 2.59 0.46 1.95
H -0.44 0.81 0.44
H 2.21 3.66 -0.34
H 0.54 4.22 -0.48
H 1.52 3.99 -1.94
H -0.68 1.00 -1.80
H -0.52 2.59 -2.54
H -1.27 2.45 -0.95

Values from the calculation:
E_HOMO (hartree): -0.3272
Charge: 0
LUMO level (Ha): -0.0809
HOMO-LUMO gap (eV): 6.70

---

These records have energy values of -532.3329 -643.8069 -2076.7660 -6913.6888 -438.2762 -5933.6300 -2006.4949 a.u., in the order they appear.